# 1
Computed, not measured: a molecular structure, C22H20N5OsS, with wB97M-V/def2-TZVPD.

```
49
Properties=species:S:1:pos:R:3:forces:R:3
Os 11.436 4.296 5.597 0.03 -1.07 0.28
C 15.739 3.848 5.187 0.12 0.08 0.77
C 14.394 3.995 4.894 -0.53 -0.02 0.30
N 13.448 3.964 5.833 -0.17 -0.38 0.56
C 13.763 3.757 7.176 0.43 0.37 -1.10
C 15.114 3.799 7.545 0.26 -0.43 -0.25
C 16.102 3.798 6.520 0.00 0.44 -0.03
C 15.437 3.842 8.919 0.16 0.31 -0.19
C 14.422 3.879 9.840 0.79 -0.21 0.78
C 13.090 3.741 9.478 -0.57 0.16 0.31
C 12.713 3.660 8.138 0.15 0.19 -0.09
N 11.452 3.626 7.574 0.01 0.31 -0.09
C 10.212 3.720 8.118 -0.16 -0.27 0.35
C 9.857 3.702 9.486 -0.74 0.26 -0.52
C 8.523 3.814 9.893 0.27 0.00 -0.33
C 7.491 3.863 8.973 0.69 0.10 0.36
C 7.803 3.876 7.595 0.16 -0.45 -0.02
C 6.812 3.852 6.610 -1.02 0.31 -0.03
C 7.122 3.894 5.280 -0.36 -0.09 -0.41
C 8.451 3.970 4.899 0.20 -0.03 0.58
N 9.421 3.942 5.822 0.20 0.13 -0.04
C 9.135 3.838 7.166 -0.44 0.07 -0.39
H 16.460 3.871 4.396 0.29 -0.02 -0.22
H 14.030 4.192 3.896 0.16 -0.06 -0.18
H 17.152 3.861 6.816 -0.27 -0.26 -0.15
H 16.478 3.942 9.217 -0.18 -0.15 0.01
H 14.698 3.983 10.895 -0.32 -0.07 -0.38
H 12.380 3.788 10.296 0.07 -0.19 -0.32
H 10.584 3.652 10.253 0.47 -0.17 0.36
H 8.311 3.865 10.947 -0.06 -0.12 0.16
H 6.472 3.921 9.310 -0.28 -0.03 -0.03
H 5.760 3.842 6.906 0.33 -0.06 -0.01
H 6.335 3.892 4.538 0.11 -0.01 -0.05
H 8.743 4.076 3.863 0.08 -0.03 0.03
C 11.755 8.904 7.872 -0.54 -0.41 0.63
N 11.416 9.001 6.460 0.33 0.05 -0.28
C 11.482 10.278 5.707 0.03 0.22 0.63
C 11.144 9.851 4.287 -0.61 -0.49 -0.20
N 11.284 8.375 4.346 0.10 0.39 -0.11
C 11.393 8.013 5.597 -0.24 -0.38 0.38
S 11.535 6.420 6.237 0.29 0.31 0.24
H 10.943 9.314 8.479 0.18 0.18 -0.16
H 12.674 9.434 8.063 0.30 0.30 0.07
H 11.883 7.859 8.212 -0.03 0.57 -0.48
H 12.495 10.681 5.786 -0.09 0.01 0.07
H 10.769 10.986 6.140 0.18 -0.06 -0.20
H 11.819 10.238 3.555 0.29 0.39 -0.44
H 10.114 10.071 4.026 -0.07 0.23 -0.13
H 11.101 7.742 3.585 0.03 0.08 -0.03
```
Positions in Å, forces in eV/Å.

The net charge is +3. As for the spin multiplicity: 5. The calculation puts the orbital gap (alpha / beta) at 6.38 / 5.39 eV. The calculation puts the HOMO energy (alpha / beta) at -16.82 / -17.57 eV. As for the expectation value of S²: 6.081.

Atomic partial charges in e from the Löwdin method, atoms 1 to 8:
1. Os 1.325
2. C 0.018
3. C -0.068
4. N -0.137
5. C -0.143
6. C -0.120
7. C 0.087
8. C 0.050

---

# 2
Computed, not measured: a molecular structure, C22H21Br2ClIN5O2Pm, with wB97M-V/def2-TZVPD.

```
55
Properties=species:S:1:pos:R:3:forces:R:3
Pm -0.509 -0.071 -0.293 0.26 -0.36 -0.89
N -1.800 1.493 0.984 -1.33 0.50 1.01
C -2.663 0.885 2.064 -0.45 -0.63 -1.59
C -1.922 -0.167 2.869 -0.36 -0.76 0.57
N -1.445 -1.298 2.037 1.13 0.48 -0.02
C -2.396 -2.350 1.782 -2.07 0.42 0.70
C -3.314 -2.041 0.607 0.76 0.39 -0.44
N -2.447 -1.704 -0.552 -0.76 0.26 -0.21
H -2.442 1.903 0.284 0.65 -0.01 0.36
H -1.244 2.243 1.391 -0.21 0.12 -0.11
H -3.044 1.647 2.683 -0.25 0.94 1.08
H -3.579 0.503 1.555 0.87 0.02 0.40
H -1.051 0.306 3.298 0.41 0.14 0.18
H -2.560 -0.479 3.757 0.56 0.11 -1.06
H -0.591 -1.755 2.384 -0.44 0.75 0.23
H -1.936 -3.320 1.612 0.38 0.12 0.01
H -3.077 -2.435 2.658 0.41 -0.36 -0.22
H -3.892 -2.940 0.464 -0.52 -0.19 -0.38
H -3.992 -1.179 0.756 0.34 -0.69 0.12
H -1.970 -2.517 -0.904 0.36 -0.62 0.14
H -2.997 -1.393 -1.342 -0.31 0.23 -0.09
Br -3.955 2.310 -3.772 0.01 -0.22 0.31
C -2.070 2.580 -3.666 -1.91 -1.37 1.66
C -1.601 3.523 -4.542 1.33 0.91 -1.83
C -0.243 3.667 -4.614 0.42 0.80 -0.41
Br 0.537 4.907 -5.823 -0.24 -0.01 -0.09
C 0.653 2.968 -3.770 0.43 -0.72 0.22
C 2.063 3.015 -3.802 0.47 -1.06 1.60
C 2.832 2.339 -2.842 -2.77 1.08 -1.26
C 2.154 1.672 -1.849 0.37 -0.41 0.16
N 0.869 1.486 -1.858 -1.22 -0.40 0.15
C 0.132 2.055 -2.834 -2.28 1.02 0.32
C -1.336 1.848 -2.740 2.12 -0.24 -1.40
O -1.713 0.872 -1.959 -0.82 0.32 0.20
H -2.255 4.034 -5.296 0.65 -0.52 1.12
H 2.582 3.565 -4.524 0.47 0.84 -1.08
H 3.859 2.373 -2.834 2.16 0.20 -0.10
H 2.635 1.239 -1.010 0.82 -0.37 0.55
Cl 4.591 -3.588 3.406 0.54 -0.52 0.39
C 3.377 -3.148 2.306 -1.45 -1.21 -1.08
C 2.555 -4.094 1.667 2.64 -0.33 1.30
C 1.571 -3.765 0.766 -0.93 0.93 0.15
I 0.290 -5.183 -0.031 0.08 -0.17 -0.14
C 1.264 -2.423 0.531 1.64 -1.04 -0.09
O 0.419 -2.046 -0.355 -0.80 0.11 -0.59
C 2.064 -1.458 1.214 -0.31 1.02 1.07
N 1.628 -0.153 1.183 -0.05 -0.33 -1.11
C 2.342 0.810 1.736 -2.68 1.16 -1.64
C 3.447 0.578 2.470 1.11 -1.99 1.53
C 3.755 -0.745 2.782 0.52 1.59 -0.79
C 3.127 -1.804 2.081 -0.22 0.83 0.68
H 2.864 -5.126 1.840 -0.50 0.09 -0.04
H 1.902 1.828 1.579 0.69 -0.77 0.29
H 3.979 1.351 2.954 0.43 0.79 0.32
H 4.556 -0.816 3.509 -0.13 -0.85 -0.15
```
Positions in Å, forces in eV/Å.

The net charge is +1. As for the spin multiplicity: 5. The calculation puts the orbital gap (alpha / beta) at 6.90 / 6.92 eV. The calculation puts the HOMO energy (alpha / beta) at -10.18 / -10.18 eV. As for the expectation value of S²: 6.004.

Atomic partial charges in e from the Löwdin method, atoms 1 to 8:
1. Pm 1.783
2. N -0.094
3. C -0.206
4. C -0.183
5. N -0.116
6. C -0.213
7. C -0.201
8. N -0.056

---

# 3
Computed, not measured: a molecular structure, C22H21CsF4N3, with wB97M-V/def2-TZVPD.

```
51
Properties=species:S:1:pos:R:3:forces:R:3
Cs 0.337 0.203 0.344 -0.53 0.42 0.15
C -0.502 3.821 -0.266 0.01 0.14 0.00
N -0.445 2.921 -1.398 0.20 -0.08 -0.01
C -1.670 2.988 -2.168 -0.12 -0.05 0.08
C 0.691 3.206 -2.276 -0.03 0.09 -0.02
C 2.072 3.217 -1.634 -0.11 0.29 -0.08
N 2.376 1.956 -1.012 0.06 -0.05 -0.03
C 3.617 1.721 -0.628 0.22 -0.05 0.10
C 3.955 0.429 -0.114 -0.07 -0.15 0.06
F 2.958 -0.510 -0.044 0.49 -0.03 -0.13
C 5.196 0.050 0.316 0.12 0.04 0.00
F 5.368 -1.212 0.773 -0.03 0.04 -0.02
C 6.284 0.912 0.295 -0.09 -0.04 0.00
C 6.010 2.181 -0.183 0.04 -0.07 0.02
F 7.015 3.087 -0.221 -0.05 0.00 -0.01
C 4.766 2.577 -0.617 -0.01 0.16 -0.08
F 4.659 3.876 -1.026 -0.04 -0.06 0.02
H -0.570 4.882 -0.571 0.00 -0.02 -0.01
H 0.391 3.714 0.351 0.00 -0.03 0.01
H -1.378 3.592 0.343 0.00 -0.03 0.01
H -1.801 3.969 -2.659 0.02 0.00 0.01
H -2.528 2.816 -1.517 0.00 -0.03 -0.03
H -1.672 2.215 -2.938 0.02 0.01 -0.01
H 0.534 4.196 -2.750 0.04 -0.02 -0.03
H 0.679 2.459 -3.075 0.00 -0.03 0.02
H 2.135 4.072 -0.941 -0.03 -0.05 0.03
H 2.762 3.483 -2.448 -0.01 -0.10 0.00
H 7.263 0.615 0.632 0.03 0.01 0.01
N -0.098 -2.855 1.422 -0.16 -0.12 -0.17
C -1.178 -3.569 1.987 0.04 0.06 0.07
C -0.889 -4.576 2.906 0.04 0.04 0.00
C -1.895 -5.304 3.518 0.05 -0.03 0.03
C -3.217 -5.036 3.209 -0.09 -0.02 0.01
C -3.506 -4.038 2.289 0.03 0.02 -0.03
C -2.517 -3.282 1.663 0.02 -0.11 0.14
C -2.917 -2.245 0.669 -0.11 -0.02 -0.22
C -3.684 -2.684 -0.421 0.06 0.02 0.06
C -4.122 -1.780 -1.375 -0.07 0.00 -0.09
C -3.777 -0.440 -1.240 0.02 0.12 -0.04
C -3.000 -0.037 -0.158 -0.15 -0.21 0.07
C -2.554 -0.899 0.863 0.47 0.11 0.04
H 0.722 -3.437 1.309 -0.02 0.01 0.00
H -0.356 -2.436 0.539 -0.18 -0.15 0.07
H 0.150 -4.782 3.138 0.01 -0.01 0.02
H -1.637 -6.076 4.233 -0.01 -0.01 0.00
H -4.021 -5.592 3.675 0.01 -0.01 0.02
H -4.537 -3.816 2.042 0.00 0.00 0.00
H -3.922 -3.739 -0.527 -0.01 0.00 -0.01
H -4.713 -2.116 -2.220 0.00 0.00 0.01
H -4.106 0.284 -1.982 0.00 -0.03 -0.02
H -2.725 1.020 -0.107 -0.08 0.04 -0.03
```
Positions in Å, forces in eV/Å.

The net charge is -1. The calculation puts the orbital gap at 5.83 eV. The calculation puts the HOMO energy at -3.69 eV.

Atomic partial charges in e from the Löwdin method, atoms 1 to 8:
1. Cs 1.136
2. C -0.126
3. N -0.315
4. C -0.120
5. C -0.225
6. C -0.286
7. N -0.076
8. C -0.243

---

# 4
Computed, not measured: C22H21F3N4O5 in the gas phase, with wB97M-V/def2-TZVPD.

```
55
Properties=species:S:1:pos:R:3:forces:R:3
C -6.772 -1.399 -1.180 0.19 0.24 0.07
H -6.698 -1.167 -2.240 -0.04 -0.02 -0.15
H -7.770 -1.134 -0.841 -0.12 -0.01 0.00
H -6.640 -2.471 -1.052 -0.01 -0.17 0.00
C -5.721 -0.637 -0.377 0.01 -0.16 0.01
C -5.834 -0.965 1.110 0.04 0.14 -0.19
H -5.144 -0.361 1.694 0.04 0.03 0.14
H -6.842 -0.764 1.464 -0.09 0.03 0.07
H -5.605 -2.013 1.286 0.02 -0.14 0.05
H -5.887 0.438 -0.506 0.01 -0.07 -0.01
C -4.327 -1.013 -0.902 -0.47 -0.09 -0.06
N -3.250 -0.333 -0.197 -0.06 -0.06 -0.15
C -2.976 0.983 -0.412 0.40 0.31 0.41
N -3.708 1.668 -1.287 -0.01 -0.04 -0.32
H -4.291 1.204 -1.960 0.00 -0.03 0.08
H -3.366 2.624 -1.452 -0.13 -0.12 0.05
C -1.939 1.614 0.297 -0.33 0.01 0.04
C -1.255 0.901 1.350 -0.43 0.13 -0.13
O -0.456 1.378 2.132 0.03 0.07 0.07
N -1.590 -0.456 1.456 0.19 -0.17 0.17
C -2.528 -1.111 0.713 0.12 0.21 -0.10
O -2.741 -2.294 0.837 -0.05 -0.26 0.10
C -0.892 -1.265 2.442 0.17 -0.17 0.25
H -0.183 -0.620 2.954 -0.09 -0.09 -0.06
H -1.608 -1.680 3.151 0.05 -0.02 -0.01
H -0.375 -2.087 1.948 -0.03 0.03 0.04
C -1.507 2.928 -0.123 0.04 -0.11 0.23
O -2.165 3.665 -0.853 0.11 0.18 0.02
C -0.160 3.459 0.358 -0.17 0.55 -0.07
H 0.056 4.361 -0.226 -0.08 -0.21 0.08
H -0.223 3.703 1.422 0.00 -0.03 -0.20
O 0.941 2.561 0.254 0.26 0.11 0.12
C 0.934 1.648 -0.701 0.00 -0.27 -0.46
O 0.104 1.552 -1.573 0.32 0.10 0.00
C 2.043 0.659 -0.521 -0.12 -0.55 0.00
C 1.701 -0.670 -0.619 0.16 0.49 0.02
C 2.698 -1.631 -0.384 0.24 0.12 0.04
N 3.937 -1.350 -0.095 -0.21 -0.71 -0.05
C 4.305 -0.059 -0.024 -0.30 0.70 -0.06
C 5.655 0.227 0.267 0.12 0.26 0.01
C 6.078 1.524 0.347 0.06 -0.30 0.02
C 5.176 2.580 0.137 -0.28 0.10 -0.09
C 3.860 2.335 -0.145 0.20 0.22 0.04
C 3.383 1.012 -0.226 0.21 -0.40 0.07
H 3.175 3.152 -0.305 -0.01 0.08 0.01
H 5.532 3.597 0.199 0.00 0.09 0.00
H 7.111 1.747 0.568 0.09 -0.01 0.02
H 6.323 -0.606 0.415 0.07 -0.09 0.02
C 2.316 -3.092 -0.436 0.00 -0.59 0.02
F 3.348 -3.921 -0.320 0.13 0.17 0.01
F 1.688 -3.401 -1.584 -0.06 0.21 -0.20
F 1.451 -3.400 0.551 -0.10 0.16 0.18
H 0.692 -0.968 -0.858 -0.11 0.01 -0.04
H -4.163 -2.081 -0.736 -0.03 0.20 -0.15
H -4.244 -0.820 -1.976 0.04 -0.04 0.03
```
Positions in Å, forces in eV/Å.

The net charge is 0. Its SMILES is CC(C)Cn1c(N)c(C(=O)COC(=O)c2cc(C(F)(F)F)nc3ccccc23)c(=O)n(C)c1=O. The calculation puts the orbital gap at 8.45 eV. The calculation puts the HOMO energy at -8.90 eV.

Atomic partial charges in e from the Löwdin method, atoms 1 to 8:
1. C -0.071
2. H 0.077
3. H 0.080
4. H 0.085
5. C -0.410
6. C -0.058
7. H 0.079
8. H 0.081

---

DFT total energy / a.u.: -1611.96461 -7789.44248 -1434.77990 -1745.89307